The following is a DFT calculation (ωB97M-V/def2-TZVPD) of a cluster of 2 separate species, CH6O2 in total.

Each atom is followed by the atoms it is bonded to, with distances in Å.
Atoms and positions in Å:
1 C -0.771 1.089 0.581  O2 1.424, H3 1.085, H4 1.094, H5 1.099
2 O -0.460 0.515 -0.684  C1 1.424, H6 0.969
3 H 0.146 1.266 1.135  C1 1.085
4 H -1.325 2.029 0.494  C1 1.094
5 H -1.360 0.393 1.196  C1 1.099
6 H -1.275 0.332 -1.176  O2 0.969
7 O 1.178 -1.534 0.123  H8 0.950, H9 0.958
8 H 1.995 -1.586 -0.360  O7 0.950
9 H 0.695 -0.816 -0.290  O7 0.958

Its SMILES is CO.O. Its energy relative to the best compared isomer or geometry (same formula, charge and spin) is 0.00 kJ/mol. The value obtained for the gap between HOMO and LUMO is 0.42767 hartree.

These are the Löwdin partial charges, in e, on atoms 1 to 4: -0.142 -0.141 0.083 0.079